1.
# C2H3N3O2

A single C2H3N3O2 molecule at a distorted geometry (ωB97M-V with the def2-TZVPD basis set, the OMol25 dataset).

* energy relative to the best compared isomer or geometry (same formula, charge and spin): 5.032 eV
* multiplicity: 1
* structure (SMILES): Cn1nnc(=O)o1
* HOMO energy: -9.93 eV

The geometry in XYZ format:
```
10
Properties=species:S:1:pos:R:3:forces:R:3
C 1.646 -0.298 -0.072 0.27 1.43 0.41
C -1.917 -0.057 0.055 -2.85 -4.17 -0.12
H 1.899 -0.772 0.991 -0.41 1.45 -2.31
H 2.061 0.801 -0.288 0.49 -2.95 0.43
H 1.882 -1.201 -0.892 -1.28 2.98 1.84
N 0.221 0.252 0.039 -0.72 -2.38 0.09
N -0.385 1.395 -0.013 -0.61 -0.35 0.15
N -1.727 1.211 0.090 4.83 4.64 -0.32
O -2.988 -0.573 -0.126 0.66 -1.04 0.37
O -0.693 -0.759 0.217 -0.38 0.39 -0.54
```
Positions in Å, forces in eV/Å.

2.
# CH6OS2

2 unconnected molecules or ions with the total composition CH6OS2 at a distorted geometry (ωB97M-V with the def2-TZVPD basis set, the OMol25 dataset).

* energy relative to the best compared isomer or geometry (same formula, charge and spin): 0.168 eV
* multiplicity: 1
* structure (SMILES): CSS.O
* HOMO energy: -9.08 eV

The geometry in XYZ format:
```
10
Properties=species:S:1:pos:R:3:forces:R:3
S 2.667 0.884 -2.009 -0.44 0.32 0.53
S 1.625 1.643 -0.335 -0.33 -1.21 -1.10
C -0.100 1.068 -0.679 -0.11 0.56 0.19
H 2.709 -0.431 -1.708 -0.01 0.21 0.20
H -0.509 1.513 -1.602 0.36 -0.11 0.40
H -0.646 1.485 0.184 0.00 -0.22 -0.34
H -0.268 -0.022 -0.710 0.53 0.45 0.13
O -1.965 -1.762 2.532 0.43 -0.86 -0.79
H -1.027 -1.953 2.303 -1.02 0.17 0.24
H -2.485 -2.426 2.025 0.59 0.70 0.54
```
Positions in Å, forces in eV/Å.

3.
# C35H36BrN7O6PS2W

A molecular structure, C35H36BrN7O6PS2W (ωB97M-V with the def2-TZVPD basis set, the OMol25 dataset).

* energy relative to the best compared isomer or geometry (same formula, charge and spin): 2.008 eV
* multiplicity: 1
* net charge: +1
* HOMO energy (spin up / spin down): -9.97 / -9.95 eV

The geometry in XYZ format:
```
89
Properties=species:S:1:pos:R:3:forces:R:3
W -0.202 -0.146 0.966 -0.33 -0.14 0.22
C -5.109 -1.249 4.531 0.01 0.00 0.00
C -4.485 -2.231 3.551 0.01 0.02 0.01
N -4.076 -1.596 2.301 -0.01 0.02 0.01
C -2.930 -0.924 2.172 -0.01 0.03 -0.10
S -2.624 -0.068 0.647 -0.05 -0.05 0.00
N -2.109 -0.802 3.186 0.02 0.01 0.14
N -0.898 -0.355 2.833 0.09 0.10 -0.31
C -0.438 0.877 3.107 -0.03 0.05 0.03
C -1.374 1.893 3.696 0.01 -0.01 0.00
C 1.024 1.185 3.072 -0.03 0.07 -0.04
C 1.609 2.113 3.825 0.07 -0.02 0.01
C 2.921 2.638 3.472 -0.04 -0.04 -0.07
C 3.451 2.374 2.281 -0.03 0.01 0.08
C 2.826 1.451 1.271 0.09 -0.01 0.01
N 1.664 0.665 1.870 0.03 -0.07 -0.11
H -5.399 -1.766 5.446 0.00 0.00 0.00
H -6.000 -0.785 4.107 0.00 0.00 0.00
H -4.395 -0.468 4.792 0.00 0.00 0.00
H -5.184 -3.025 3.294 0.00 0.00 0.00
H -3.597 -2.691 3.983 -0.01 -0.02 0.00
H -4.742 -1.512 1.552 0.01 -0.01 0.00
H -2.378 1.748 3.301 0.00 0.00 0.00
H -1.042 2.907 3.482 0.00 0.00 0.00
H -1.424 1.761 4.780 0.01 0.01 0.00
H 1.075 2.527 4.669 0.00 0.00 -0.01
H 3.435 3.286 4.170 -0.01 0.00 0.00
H 4.399 2.803 1.981 0.01 0.00 0.03
H 2.426 2.038 0.443 -0.03 0.04 0.03
Br -3.904 1.373 -3.293 -0.10 -0.01 -0.17
C -3.211 -0.291 -3.871 0.13 -0.12 -0.12
C -2.447 -0.353 -5.025 -0.04 0.02 0.07
C -1.885 -1.566 -5.397 0.07 -0.05 0.02
C -2.044 -2.685 -4.591 0.15 0.03 -0.04
C -2.887 -2.630 -3.486 -0.02 0.00 -0.03
C -3.474 -1.429 -3.125 -0.02 0.00 0.06
N -1.318 -3.877 -4.973 0.03 -0.15 0.35
N -0.606 -4.477 -4.144 -0.12 0.25 -0.29
C -0.443 -3.919 -2.829 -0.01 -0.14 0.07
C -0.833 -4.656 -1.742 -0.12 0.01 -0.13
C -0.917 -4.089 -0.459 -0.14 0.07 0.01
C -0.602 -2.761 -0.272 0.21 -0.05 0.12
O -0.689 -2.138 0.890 0.03 0.01 -0.10
C -0.066 -2.038 -1.367 0.02 0.02 -0.02
N 0.329 -0.755 -1.094 0.12 0.05 0.04
C 0.946 -0.074 -2.040 -0.05 0.02 -0.01
C 1.188 -0.598 -3.315 0.01 0.00 -0.01
C 0.746 -1.854 -3.620 -0.05 -0.01 0.08
C 0.079 -2.617 -2.636 0.02 0.17 -0.06
H -2.279 0.537 -5.616 -0.01 -0.01 -0.03
H -1.276 -1.640 -6.289 -0.01 0.01 0.00
H -3.055 -3.511 -2.885 -0.04 -0.02 0.00
H -4.106 -1.372 -2.250 0.00 -0.01 0.01
H -1.168 -5.673 -1.902 0.01 -0.02 0.00
H -1.283 -4.668 0.378 0.06 -0.02 0.01
H 1.254 0.929 -1.795 -0.04 -0.02 -0.02
H 1.716 0.003 -4.041 0.01 0.00 0.01
H 0.932 -2.277 -4.596 -0.03 -0.05 -0.09
O 7.917 -2.378 -0.390 0.00 0.00 -0.02
C 6.810 -2.050 -1.084 0.01 -0.01 0.02
O 6.631 -2.484 -2.184 0.00 0.01 -0.01
C 5.828 -1.129 -0.415 0.02 0.00 0.01
C 5.746 -0.966 0.966 0.00 0.00 -0.01
C 4.790 -0.129 1.514 0.00 -0.02 -0.02
C 3.896 0.547 0.690 -0.08 0.01 -0.02
S 1.806 -1.077 1.824 0.18 -0.08 0.14
C 4.004 0.408 -0.687 0.02 -0.01 0.03
C 4.953 -0.435 -1.239 -0.01 0.01 -0.01
H 7.985 -1.866 0.424 0.00 0.00 0.01
H 6.398 -1.517 1.633 0.00 0.00 0.01
H 4.721 -0.023 2.590 0.00 0.00 0.00
H 3.336 0.959 -1.336 0.05 0.01 0.02
H 5.030 -0.573 -2.309 0.00 0.00 0.00
C -3.058 3.028 -0.173 0.06 -0.03 -0.06
O -1.836 3.104 0.592 0.05 -0.04 0.09
P -0.490 2.329 0.248 -0.17 0.11 -0.06
O 0.555 3.249 0.998 -0.01 -0.01 0.04
C 0.444 4.645 1.337 0.01 0.02 -0.01
O -0.315 2.535 -1.321 0.04 -0.02 -0.03
C -0.364 3.834 -1.948 -0.01 0.00 0.01
H -3.345 4.048 -0.421 -0.01 0.04 0.01
H -3.820 2.560 0.441 -0.01 0.00 0.02
H -2.923 2.449 -1.089 0.03 0.09 0.19
H 1.072 5.218 0.657 -0.01 0.01 0.00
H 0.816 4.751 2.353 0.01 -0.01 0.00
H -0.588 4.980 1.278 0.00 -0.01 0.00
H -0.567 3.665 -3.001 -0.01 -0.01 0.00
H 0.598 4.329 -1.829 0.01 0.00 0.00
H -1.154 4.447 -1.516 0.00 -0.01 -0.01
```
Positions in Å, forces in eV/Å.

4.
# C3H5N

A single C3H5N molecule at a distorted geometry (ωB97M-V with the def2-TZVPD basis set, the OMol25 dataset).

* energy relative to the best compared isomer or geometry (same formula, charge and spin): 1.895 eV
* multiplicity: 1
* structure (SMILES): C#CCN
* HOMO energy: -9.51 eV

The geometry in XYZ format:
```
9
Properties=species:S:1:pos:R:3:forces:R:3
C -0.010 -0.696 -0.111 0.05 0.13 0.54
C 0.668 0.373 0.651 0.26 0.47 0.65
C 1.144 1.265 1.315 -0.23 -0.55 -0.64
H -1.431 0.572 -0.827 0.28 -0.35 -0.24
H -1.304 -0.829 -1.718 0.59 0.74 0.64
H -0.634 -1.280 0.580 0.16 0.05 0.09
H 0.723 -1.380 -0.527 0.23 -0.07 -0.02
H 1.606 2.084 1.832 -0.18 -0.33 -0.11
N -0.763 -0.110 -1.197 -1.14 -0.10 -0.89
```
Positions in Å, forces in eV/Å.